79
Properties=species:S:1:pos:R:3:mulliken_spin:R:1 method="wB97M-V/def2-TZVPD" multiplicity=7 charge=-1 homo_ha="-0.0127 / -0.1216" homo_lumo_gap_ev="2.89 / 5.80" s2=12.04 total_energy_ev=-82150.704
Tb -0.46 0.09 -0.50 5.357
Cl 1.89 -0.28 -2.37 -0.001
N 0.45 2.40 -0.62 -0.268
N 0.21 -2.48 -0.30 -0.048
C -0.52 3.09 -1.17 -0.154
C -0.50 -3.12 -1.19 -0.012
C 1.56 3.37 -0.41 0.015
C 0.82 4.71 -0.43 0.014
C 2.53 3.28 -1.58 0.002
C 2.29 3.09 0.90 -0.017
H 2.01 3.51 -2.53 -0.001
H 2.93 2.26 -1.66 0.002
H 3.33 4.01 -1.43 -0.001
H 1.58 3.09 1.74 0.033
H 3.04 3.89 1.06 -0.002
H 2.81 2.12 0.86 -0.003
C 1.13 -3.49 0.30 0.026
C 0.85 -4.76 -0.51 0.001
C 0.79 -3.69 1.78 -0.014
C 2.58 -3.03 0.14 0.003
H 2.79 -2.85 -0.92 0.002
H 3.24 -3.83 0.52 0.000
H 2.77 -2.10 0.70 -0.001
H -0.24 -4.09 1.86 0.002
H 0.85 -2.73 2.32 0.004
H 1.48 -4.42 2.21 -0.002
O -0.25 -4.39 -1.43 -0.002
H 0.50 -5.61 0.09 0.000
H 1.69 -5.06 -1.15 0.001
O -0.46 4.40 -1.15 0.001
H 1.32 5.51 -1.00 0.001
H 0.55 5.06 0.58 -0.002
C -1.61 2.43 -1.96 0.129
C -1.52 -2.42 -2.04 0.009
C -0.99 -1.25 -2.90 0.048
H -2.28 -1.98 -1.35 -0.001
H -2.03 -3.14 -2.70 -0.002
C -1.36 -0.01 -2.45 -0.054
C -1.07 1.26 -2.85 0.042
H -0.82 0.87 1.97 0.167
C -0.48 1.31 -4.17 0.002
C -0.21 0.08 -4.86 0.000
C -0.34 2.68 -4.75 -0.001
C -0.38 -1.17 -4.20 0.012
H 0.33 0.11 -5.88 -0.001
C -0.15 -2.52 -4.79 -0.003
H 0.27 -2.42 -5.78 0.000
H -1.05 -3.11 -4.81 0.000
H 0.52 -3.09 -4.16 0.000
H -1.22 3.29 -4.58 0.000
H -0.12 2.62 -5.80 0.000
H 0.45 3.22 -4.25 0.001
H -2.16 3.17 -2.57 0.004
H -2.33 1.97 -1.24 -0.034
C 2.40 -0.19 2.91 0.030
Si 0.69 0.17 3.53 0.015
C 0.14 -1.05 4.84 -0.014
C 0.60 1.89 4.22 0.002
N -0.52 -0.09 2.27 -0.095
C -1.88 -0.32 2.74 0.282
C -2.56 -1.47 2.30 0.094
C -3.92 -1.37 1.94 0.034
C -4.65 -0.20 2.21 0.207
C -4.02 0.91 2.75 -0.098
C -2.65 0.90 2.99 0.205
H 3.08 -0.18 3.78 0.001
H 2.79 0.54 2.20 -0.002
H 2.50 -1.18 2.45 -0.005
H 0.77 -0.97 5.74 -0.006
H -0.90 -0.87 5.13 0.008
H 0.19 -2.08 4.48 -0.013
H 0.82 2.69 3.50 -0.011
H -0.39 2.11 4.65 0.009
H 1.33 1.97 5.03 0.000
H -2.00 -2.41 2.13 0.024
H -4.41 -2.18 1.38 0.027
H -5.73 -0.12 1.99 0.051
H -4.57 1.82 2.99 -0.004
H -2.11 1.82 3.27 0.007